## w
Formula: H3N3O
Source: the OMol25 dataset
Level of theory: wB97M-V/def2-TZVPD

Computed properties:
2S+1: 1
Net charge: 0
Structure (SMILES): [H]/N=[N+](/N)[O-]
E_HOMO, eV: -9.9
E_LUMO, eV: 0.7

XYZ file:
```
7
H3N3O (wB97M-V/def2-TZVPD)
N -1.362 -0.500 -0.420
N 0.801 0.246 0.140
N -0.518 0.458 -0.091
O -0.834 1.656 0.048
H -2.271 -0.197 -0.361
H 1.472 -0.529 -0.018
H 1.291 1.172 0.014
```

---

## x
Formula: H3N3O
Source: the OMol25 dataset
Level of theory: wB97M-V/def2-TZVPD

Computed properties:
2S+1: 1
Net charge: 0
E_HOMO (spin up / spin down), eV: -7.6 / -8.4
E_LUMO (spin up / spin down), eV: 0.7 / 0.8

XYZ file:
```
7
H3N3O (wB97M-V/def2-TZVPD)
N 1.864 -0.258 -0.009
N 0.971 0.471 0.216
N -1.580 -0.088 -0.015
O -0.503 -0.856 0.101
H 2.929 -0.144 -0.078
H -1.912 0.610 0.745
H -1.768 0.265 -0.960
```

---

## y
Formula: H3N3O
Source: the OMol25 dataset
Level of theory: wB97M-V/def2-TZVPD

Computed properties:
2S+1: 1
Net charge: 0
E_HOMO (spin up / spin down), eV: -10.9 / -9.1
E_LUMO (spin up / spin down), eV: -0.5 / -0.4

XYZ file:
```
7
H3N3O (wB97M-V/def2-TZVPD)
N 1.092 -1.124 0.050
N -1.696 0.247 0.276
N 0.862 0.032 0.004
O 1.265 1.144 -0.012
H 2.058 -1.476 0.119
H -1.874 -0.087 -0.671
H -1.707 1.264 0.234
```

---

The most stable arrangement is w, and the next structure is 150.6 kJ/mol less stable.

---

## w
Formula: C4H7OP
Source: the OMol25 dataset
Level of theory: wB97M-V/def2-TZVPD

Computed properties:
2S+1: 1
Net charge: 0
Structure (SMILES): C1OCP2C[C@H]12
E_HOMO, eV: -9.1
E_LUMO, eV: 1.1

XYZ file:
```
13
C4H7OP (wB97M-V/def2-TZVPD)
C -1.012 -0.045 0.570
C 0.980 -1.035 -0.813
C 0.265 1.701 -0.179
C 0.286 -0.888 0.550
O -0.935 1.009 -0.305
P 1.646 0.396 0.195
H -1.907 -0.615 0.151
H -1.246 0.113 1.644
H 1.788 -1.814 -0.862
H 0.464 -0.889 -1.859
H 0.570 2.292 -0.996
H 0.158 2.292 0.708
H 0.596 -1.556 1.256
```

---

## x
Formula: C4H7OP
Source: the OMol25 dataset
Level of theory: wB97M-V/def2-TZVPD

Computed properties:
2S+1: 1
Net charge: 0
E_HOMO (spin up / spin down), eV: -8.6 / -8.6
E_LUMO (spin up / spin down), eV: -1.0 / -1.0

XYZ file:
```
13
C4H7OP (wB97M-V/def2-TZVPD)
C 1.010 0.831 -0.537
C 1.332 0.561 0.920
C 0.593 -0.521 0.012
C -0.810 -0.893 0.025
O -3.494 -0.261 0.232
P -2.133 0.218 -0.143
H 0.211 1.474 -0.785
H 1.737 0.615 -1.262
H 2.351 0.485 1.152
H 0.741 0.926 1.688
H 1.188 -1.433 -0.100
H -1.001 -1.866 0.399
H -1.723 -0.135 -1.599
```

---

## y
Formula: C4H7OP
Source: the OMol25 dataset
Level of theory: wB97M-V/def2-TZVPD

Computed properties:
2S+1: 1
Net charge: 0
Structure (SMILES): C=C=CC.O=P
E_HOMO, eV: -9.1
E_LUMO, eV: -1.0

XYZ file:
```
13
C4H7OP (wB97M-V/def2-TZVPD)
C 0.495 -0.442 -0.383
C 0.406 0.871 -0.172
C 0.426 -1.097 -1.754
C 0.534 2.164 -0.082
O -2.166 0.142 3.392
P -1.301 -1.000 3.019
H 0.604 -1.015 0.498
H 1.441 -1.283 -1.944
H -0.141 -1.972 -1.622
H -0.121 -0.505 -2.426
H -0.903 -1.465 4.414
H -0.361 2.963 -0.046
H 1.614 2.562 0.118
```

---

The most stable arrangement is w, and the next structure is 150.0 kJ/mol less stable.

---

## w
Formula: C3H6NO2
Source: the OMol25 dataset
Level of theory: wB97M-V/def2-TZVPD

Computed properties:
2S+1: 1
Net charge: +1
E_HOMO (spin up / spin down), eV: -12.6 / -12.6
E_LUMO (spin up / spin down), eV: -4.4 / -4.4

XYZ file:
```
12
C3H6NO2 (wB97M-V/def2-TZVPD)
C 1.549 -1.239 -0.529
C -1.235 -0.758 0.719
C 0.725 1.191 -0.345
N -1.262 0.487 0.346
O 1.666 -2.347 -0.784
O 1.325 -0.126 -0.313
H -1.103 -1.580 -0.098
H -0.907 -1.011 1.752
H 0.949 1.453 -1.375
H 1.305 1.891 0.275
H -1.532 0.654 -0.652
H -1.480 1.386 1.004
```

---

## x
Formula: C3H6NO2
Source: the OMol25 dataset
Level of theory: wB97M-V/def2-TZVPD

Computed properties:
2S+1: 1
Net charge: +1
E_HOMO, eV: -15.0
E_LUMO, eV: -3.9

XYZ file:
```
12
C3H6NO2 (wB97M-V/def2-TZVPD)
C -2.845 -0.947 0.473
C 0.813 1.779 -0.481
C 0.929 -0.690 0.019
N -1.779 -1.258 0.579
O 1.844 -1.599 0.227
O 1.513 0.502 -0.150
H -3.853 -0.565 0.587
H 1.704 2.328 -0.558
H 0.309 2.289 0.344
H 0.344 1.641 -1.438
H -0.631 -0.937 0.250
H 1.653 -2.544 0.149
```

---

## y
Formula: C3H6NO2
Source: the OMol25 dataset
Level of theory: wB97M-V/def2-TZVPD

Computed properties:
2S+1: 1
Net charge: +1
Structure (SMILES): [NH3+][C@H]1CC(=O)O1
E_HOMO, eV: -15.0
E_LUMO, eV: -4.5

XYZ file:
```
12
C3H6NO2 (wB97M-V/def2-TZVPD)
C 0.040 -1.677 0.286
C 0.394 -0.686 -0.853
C -0.709 0.364 -0.259
N -0.009 1.361 0.438
O 0.424 -2.711 0.689
O -0.848 -0.901 0.886
H 1.403 -0.213 -0.667
H 0.397 -0.996 -1.918
H -1.705 0.545 -0.707
H 0.993 1.079 0.588
H -0.453 1.513 1.395
H 0.074 2.321 0.123
```

---

## z
Formula: C3H6NO2
Source: the OMol25 dataset
Level of theory: wB97M-V/def2-TZVPD

Computed properties:
2S+1: 1
Net charge: +1
Structure (SMILES): [NH3+][C@@H](O)C1=CO1
E_HOMO, eV: -13.5
E_LUMO, eV: -4.2

XYZ file:
```
12
C3H6NO2 (wB97M-V/def2-TZVPD)
C 1.746 1.022 -0.576
C 1.027 0.337 0.287
C -0.234 -0.341 0.614
N -1.211 -0.187 -0.534
O 0.724 1.799 -0.604
O -0.014 -1.704 0.822
H 2.802 1.044 -0.798
H -0.683 0.260 1.508
H -1.207 0.796 -0.942
H -2.198 -0.270 -0.393
H -0.563 -0.794 -1.167
H -0.189 -1.961 1.784
```

---

The most stable arrangement is y, and the next structure is 119.8 kJ/mol less stable.

---

## w
Formula: C6H8ClN4
Source: the OMol25 dataset
Level of theory: wB97M-V/def2-TZVPD

Computed properties:
2S+1: 1
Net charge: +1
E_HOMO, eV: -11.7
E_LUMO, eV: -4.0

XYZ file:
```
19
C6H8ClN4 (wB97M-V/def2-TZVPD)
C -0.325 0.477 -1.391
C -1.489 0.996 -1.817
C -0.599 -0.646 -0.539
C -2.008 -0.740 -0.492
C 1.336 -1.479 0.783
C 1.118 0.877 0.914
N -2.524 0.251 -1.268
N 0.253 -1.616 0.026
N 1.843 -0.347 1.177
N 1.705 1.872 1.530
Cl -3.025 -1.522 0.572
H 0.683 0.687 -1.664
H -1.500 1.840 -2.524
H 1.929 -2.396 0.778
H -3.599 0.416 -1.415
H -0.014 -2.571 0.001
H 2.609 -0.650 1.721
H 2.478 1.877 2.111
H 1.130 2.673 1.498
```

---

## x
Formula: C6H8ClN4
Source: the OMol25 dataset
Level of theory: wB97M-V/def2-TZVPD

Computed properties:
2S+1: 1
Net charge: +1
E_HOMO (spin up / spin down), eV: -11.3 / -11.3
E_LUMO (spin up / spin down), eV: -7.3 / -7.3

XYZ file:
```
19
C6H8ClN4 (wB97M-V/def2-TZVPD)
C -0.555 -2.873 -1.513
C 2.081 0.708 -0.358
C 1.259 0.462 0.638
C 0.389 -2.800 0.377
C 1.536 1.212 1.964
C -1.034 -0.422 -1.877
N 0.079 -3.596 -0.622
N 0.132 -0.376 0.851
N -0.637 -1.578 -1.177
N 0.002 -1.514 0.117
Cl 3.082 0.823 -1.626
H -0.972 -3.259 -2.390
H 1.965 2.249 1.760
H 0.536 1.541 2.493
H 2.150 0.464 2.528
H -1.892 -0.008 -1.484
H -0.164 0.148 -1.941
H -1.360 -0.528 -2.947
H 0.035 -0.448 1.880
```

---

The most stable arrangement is w, and the next structure is 625.8 kJ/mol less stable.